Record 1
# C42H51N7O9

A cluster of 10 separate species, C42H51N7O9 in total in a non-equilibrium geometry (wB97M-V/def2-TZVPD, OMol25).

Geometry (Å):
H (-4.01841, -4.18623, 0.61810)
C (3.70464, 2.86643, 0.39007)
H (1.52441, 0.70770, 2.31963)
C (2.77164, -4.36672, -1.17496)
N (-1.72831, 2.11057, 4.28612)
H (-1.71491, -3.48575, -0.04022)
N (4.45180, -5.77101, 1.66980)
H (-1.28343, 2.04276, -4.54580)
H (-1.45543, -1.93712, -5.64236)
H (-2.21600, 7.64146, 4.25613)
O (4.12032, -0.50279, -0.15848)
C (-0.24321, 3.74551, -5.07142)
C (-2.39398, 4.80451, 2.30705)
C (-2.42925, 5.44831, 1.04973)
O (1.77951, -0.06736, -3.83814)
H (3.81540, -2.21310, -4.81024)
H (-3.29976, 3.30132, 5.21272)
C (-2.30086, 5.16265, -3.91492)
H (4.17058, 3.72752, -0.08901)
C (-2.32699, 3.80966, -3.82350)
C (4.16456, -2.24060, 3.37222)
H (3.75465, -0.53777, -3.25918)
H (-4.33699, -1.14937, -2.63362)
C (1.70126, -0.14140, -5.17315)
H (-2.31509, 7.42194, 0.11820)
H (2.44253, -1.57509, -2.57049)
H (0.51624, 3.15984, -5.56804)
C (2.83061, -2.57072, 2.75815)
H (-0.60927, 0.62946, 3.24507)
C (-0.23989, 5.15588, -5.11461)
C (2.80697, -1.86315, -4.58956)
H (4.90354, -2.05947, 2.59171)
H (2.95689, -2.20212, 1.74017)
H (1.19155, -1.44119, 1.11762)
H (-3.01427, 5.81480, -3.43312)
O (1.81057, -0.27889, 5.00776)
H (0.72019, -4.88724, -0.53732)
H (-0.73075, -2.64800, 3.85817)
C (-3.44729, -1.76303, -2.77482)
C (-2.36304, 6.85280, 1.03482)
C (-3.62709, -3.87181, 2.69984)
N (-1.32201, 5.83512, -4.53999)
H (4.21374, 2.72977, 2.48489)
O (3.91090, 1.83699, -0.55841)
N (-1.09469, -3.07396, 1.82788)
H (-3.09282, 3.23047, -3.32908)
H (3.80333, -4.24069, -0.84659)
H (2.29324, -2.82345, -4.54488)
C (-2.68786, -3.43176, 3.64174)
C (-3.01511, 2.37881, 4.72862)
C (3.25800, -5.74589, 1.38420)
O (2.32097, -1.13945, -5.65516)
C (0.81066, -0.47749, 0.81330)
C (-0.31868, 1.83006, -0.14780)
C (-2.60260, 0.10399, 3.34485)
C (-2.33316, 5.69327, 3.45970)
H (2.94463, -5.17378, -1.88687)
H (-0.82401, 0.68078, -1.93910)
O (0.89937, 0.53533, -5.84168)
C (-1.44571, -3.03210, 3.14564)
C (-1.59337, -1.96511, -4.56149)
H (-2.60133, 4.90730, 0.13098)
H (2.58248, -3.38249, -1.60347)
H (0.54084, 5.74334, -5.57478)
C (4.15411, 0.70961, 0.17300)
C (-1.00178, -3.12387, -3.85070)
H (-4.66506, -4.07256, 2.92057)
C (-0.34680, 0.67963, -0.97024)
H (-2.28317, 5.33479, 4.47724)
N (0.42352, 1.88198, 0.94045)
C (4.60607, 2.41006, 1.51951)
H (2.82219, -3.64517, 2.94141)
H (-5.06193, 1.99496, 4.73217)
C (2.48264, -1.05448, 4.38426)
H (-2.95554, -3.36315, 4.68579)
C (1.00385, 0.74155, 1.37398)
H (-3.67729, -1.64222, -4.86741)
H (-2.82591, -1.46654, -1.92979)
H (-0.66595, 2.80964, -0.44144)
C (-1.29599, 3.12160, -4.49728)
O (3.90582, -1.14015, 4.22005)
H (5.59773, 2.84052, 1.38021)
H (-4.66350, -0.28788, 3.32836)
C (-3.27911, -3.93900, 1.36557)
C (2.77500, -0.98591, -3.42514)
H (0.22617, -1.38261, -1.05493)
C (1.69689, -4.67725, -0.10137)
C (0.22274, -0.49579, -0.43854)
H (2.66845, 3.12753, 0.60508)
H (-2.46193, 3.73020, 2.21960)
O (4.54546, 1.06437, 1.39305)
C (-4.11080, 1.57272, 4.44326)
C (-1.56683, 0.93107, 3.64319)
C (1.86438, -5.71055, 0.99989)
H (-0.84468, -1.23573, -4.25234)
C (-2.90531, -1.41870, -4.13108)
N (-2.41651, 7.65245, 2.09834)
H (1.33432, -5.26983, 1.84423)
C (-3.91321, 0.35692, 3.76160)
H (-3.61921, -2.83916, -2.75256)
H (1.59668, -3.73723, 0.44124)
H (4.57018, -3.00674, 4.03298)
C (-2.00533, -3.50085, 0.99989)
H (-2.38049, -0.70686, 2.66692)
H (1.51953, -6.71447, 0.75224)
C (-2.27251, 7.06889, 3.34215)
H (-2.83130, -0.33188, -4.09298)
O (1.88242, -1.92757, 3.56542)
N (-0.53810, -4.01513, -3.26892)

Forces on atoms 1 to 6 (eV/Å):
H 0.1 -0.2 -0.1
C 1.2 2.3 -0.6
H 0.3 0.8 0.2
C 0.5 -0.7 0.3
N -1.6 -0.3 0.9
H 0.0 -0.1 -0.3

Values from the calculation:
LUMO level: 0.33 eV
SMILES: O=C1OCCO1.O=C1OCCO1.O=C1OCCO1.c1ccncc1.c1ccncc1.c1ccncc1.c1ccncc1.c1ccncc1.CCCC#N.CCCC#N
Relative energy (zero: lowest compared OMol25 entry of this formula, charge and spin): 93.86 kcal/mol
Electronic energy: -2691.3101 Ha
HOMO energy: -9.4 eV
Gap between HOMO and LUMO: 9.7 eV

---

Record 2
# C25H31N3O2S

The molecule C25H31N3O2S in a non-equilibrium geometry (wB97M-V/def2-TZVPD, OMol25).

Geometry (Å):
H (0.22908, 0.53029, -6.20208)
H (1.79146, -1.33067, 3.48697)
H (-3.13700, 1.06364, -3.90042)
H (-1.67501, -0.99745, -3.66635)
C (1.52057, 0.11113, 0.59620)
C (1.14255, 0.60983, -0.76739)
C (1.67115, 0.79941, 3.58897)
H (-0.60794, 2.74384, -5.59098)
H (1.79020, 2.91563, 3.89367)
C (-1.45314, -1.16406, -0.39524)
H (-0.29045, 1.36304, 3.65802)
H (0.49885, -2.06274, -0.21391)
H (4.75413, -1.87675, 5.41603)
H (3.60244, -2.62966, 4.30445)
H (-4.96973, -2.23414, -2.48383)
H (1.74322, 0.98539, 1.21310)
N (0.37995, -0.57436, 1.21084)
C (0.81856, -0.00990, -4.22975)
C (-4.26259, -1.83867, -1.74362)
H (3.58893, -0.19072, 0.11572)
H (-3.32649, -1.33342, -4.23261)
H (-2.09532, -3.15994, -0.87872)
C (-0.25687, -1.62996, 0.44251)
C (3.57800, 1.90997, 4.52351)
H (3.03923, -1.13303, 1.50291)
C (0.38326, 1.71641, -2.55003)
C (-2.72628, -1.00182, -3.37567)
N (-2.93524, -1.96451, -2.31323)
C (-0.19599, 2.10963, -4.82055)
H (0.34565, 2.61330, -0.49405)
C (-0.24570, -0.10207, 2.30993)
H (5.22380, 0.65723, 5.06639)
S (-1.75397, -0.60623, 2.77183)
H (-4.06754, 0.01079, -0.60132)
O (1.32086, -0.21885, -1.83416)
H (-4.32659, -2.44386, -0.83905)
H (-5.72236, -0.33840, -1.16662)
C (3.59699, -0.48531, 4.27551)
C (4.29528, -1.80174, 4.43228)
C (0.85907, 0.44247, -2.92054)
C (2.76457, -0.77563, 0.51582)
H (-0.59416, -2.39950, 1.14308)
C (0.58835, 1.79318, -1.13857)
H (-0.96885, -2.45878, -2.04838)
C (-0.15202, 2.56109, -3.51992)
H (-2.51697, 0.85293, -2.24454)
O (-4.50897, 0.43844, -2.56809)
H (-1.20052, -0.23987, -0.91336)
C (4.22663, 0.69510, 4.65387)
C (2.30282, 1.97069, 3.99381)
H (-0.52365, 3.53787, -3.25189)
N (0.36775, 0.87412, 3.06320)
H (1.18974, -0.98784, -4.49246)
H (2.59926, -1.62556, -0.13993)
C (2.31576, -0.42251, 3.74933)
H (5.08707, -1.89663, 3.68853)
C (0.28224, 0.84568, -5.17134)
H (4.06953, 2.81900, 4.83650)
C (-4.66514, -0.38950, -1.43330)
C (-3.17246, 0.42279, -3.01718)
C (-1.83993, -2.24244, -1.41987)
H (-2.29275, -0.96414, 0.26896)

Forces on atoms 1 to 6 (eV/Å):
H 0.0 0.0 -0.1
H 0.0 -0.1 0.0
H 0.1 0.0 0.0
H 0.0 0.0 0.0
C 0.3 -0.1 -0.2
C -0.2 1.0 0.3

Values from the calculation:
LUMO level: 0.60 eV
SMILES: Cc1cccc(NC(=S)N(CCCN2CCOCC2)[C@@H](C)c2cc3ccccc3o2)c1
Relative energy (zero: lowest compared OMol25 entry of this formula, charge and spin): 39.98 kcal/mol
Electronic energy: -1684.1703 Ha
HOMO energy: -7.7 eV
Gap between HOMO and LUMO: 8.3 eV

---

Record 3
# C15H32FNO7S2

A cluster of 5 separate species, C15H32FNO7S2 in total in a non-equilibrium geometry (wB97M-V/def2-TZVPD, OMol25).

Geometry (Å):
H (3.30502, -1.46522, 1.22607)
S (-2.35074, -2.40581, 1.92250)
H (-4.34487, -2.26043, -2.30572)
H (-3.85532, -2.65534, -3.96785)
C (2.54901, -2.17240, 1.56912)
H (1.41338, -8.23562, 3.41226)
O (-0.51986, 2.54067, -0.00994)
H (-6.38799, 0.15465, -4.43044)
H (0.41765, 3.00767, -2.90577)
H (-6.57936, -1.14302, -3.23155)
F (-1.17624, -3.42549, 2.01711)
H (-1.12021, 3.86761, -2.72555)
H (-3.29239, -0.17548, 0.72962)
C (-0.94554, -0.14604, 1.57584)
H (2.06580, -2.59076, 0.69083)
C (4.96619, 7.38208, -1.47806)
H (1.98021, -0.98845, 3.29179)
N (-1.68411, -1.23599, 0.90377)
O (-3.40665, -3.07660, 1.22324)
C (-5.99724, -0.80052, -4.08841)
H (4.88184, 6.88231, -2.43967)
O (1.74431, -5.45880, 2.11446)
H (-0.01899, 5.45148, -0.88982)
O (-3.98056, 0.42108, -3.78622)
C (-0.31945, -6.60890, 1.86822)
H (-6.09330, -1.53670, -4.88791)
C (4.15015, 6.63901, -0.44834)
H (-0.49284, -7.28688, 1.03084)
C (1.51904, -1.42981, 2.41064)
C (4.15306, 7.19767, 0.95381)
C (0.56137, 4.58750, -0.55949)
H (0.72280, -2.08830, 2.74918)
H (1.77381, -8.51517, 1.70131)
C (-3.84378, -1.88184, -3.19795)
O (-2.75310, -0.72908, 0.14500)
O (-2.54390, -1.89548, 3.24445)
H (6.01426, 7.40887, -1.17638)
H (4.60697, 8.40802, -1.57178)
H (-0.72360, -5.63607, 1.62326)
H (0.72840, 4.65391, 0.51278)
H (2.91360, -7.59600, 2.70738)
H (-1.24487, 0.76132, 1.05367)
C (1.15532, -6.51250, 2.16030)
C (-0.50554, 3.05923, -2.32667)
O (3.52434, 5.64482, -0.73119)
H (1.52185, 4.59293, -1.06764)
H (-2.81364, -1.64055, -2.94870)
C (-4.54502, -0.64332, -3.69937)
H (3.53282, 6.57625, 1.59483)
H (-0.83974, -7.00015, 2.74448)
C (1.86227, -7.79845, 2.51911)
H (3.76283, 8.21656, 0.95155)
H (-1.24420, -0.04344, 2.61849)
H (5.17055, 7.21780, 1.34687)
H (3.02742, -2.95205, 2.15500)
H (-1.04397, 2.11920, -2.42197)
C (-0.18801, 3.32025, -0.87416)
S (0.83075, -0.08030, 1.40279)

Forces on atoms 1 to 6 (eV/Å):
H 0.1 -0.1 0.0
S -1.5 -0.2 -0.2
H 0.0 -0.1 0.0
H -0.1 -0.1 0.1
C -0.1 0.3 0.2
H -0.1 -0.1 0.0

Values from the calculation:
LUMO level: 0.73 eV
SMILES: CCSCN(O)S(=O)(=O)F.CC(C)=O.CC(C)=O.CC(C)=O.CC(C)=O
Electronic energy: -2068.3243 Ha
HOMO energy: -8.5 eV
Gap between HOMO and LUMO: 9.2 eV

---

Record 4
# C7H15N5

A cluster of 2 separate species, C7H15N5 in total in a non-equilibrium geometry (wB97M-V/def2-TZVPD, OMol25).

Geometry (Å):
N (-5.40777, 0.86079, 1.08242)
N (3.14931, -0.35396, -0.64087)
H (4.43692, -2.01593, -0.29672)
H (0.97748, 2.14339, -0.26521)
H (-5.98704, 0.39624, 1.80296)
C (-1.53841, -0.48637, -0.46024)
H (2.41281, 2.50154, -1.15519)
H (3.64739, -1.42328, 1.13752)
N (-2.90770, -0.78412, -0.90740)
C (2.52790, 0.71647, 0.09361)
H (-0.73663, -0.61542, -1.19973)
H (1.78337, 0.33553, 0.82063)
H (1.33999, 1.23538, -1.72886)
N (6.14566, 0.27907, 1.05681)
C (4.08576, -1.09660, 0.20389)
N (-4.35551, -0.02432, 0.81135)
H (3.25470, 1.29107, 0.64439)
H (-3.94800, 1.00804, -0.96712)
H (2.38755, -0.97339, -0.94816)
C (-3.80857, 0.12880, -0.33470)
H (-2.03919, -2.66182, -0.23846)
C (-2.28283, -1.64600, 0.09478)
H (-1.46427, 0.38962, 0.19551)
C (1.77801, 1.67416, -0.84136)
H (-2.67106, -1.53460, 1.12371)
H (-6.03785, 0.97619, 0.27514)
C (5.25799, -0.32050, 0.64132)

Forces on atoms 1 to 6 (eV/Å):
N -0.9 -0.2 0.6
N 0.4 -0.6 0.0
H -0.1 0.5 0.0
H -0.1 0.0 -0.1
H 0.6 0.5 -0.5
C 0.6 0.2 -0.1

Values from the calculation:
LUMO level: 0.54 eV
SMILES: N/N=C/N1CC1.CCNCC#N
Relative energy (zero: lowest compared OMol25 entry of this formula, charge and spin): 43.31 kcal/mol
Electronic energy: -549.3784 Ha
HOMO energy: -8.8 eV
Gap between HOMO and LUMO: 9.3 eV

---

Record 5
# C15H60N30O15

A cluster of 15 separate species, C15H60N30O15 in total in a non-equilibrium geometry (wB97M-V/def2-TZVPD, OMol25).

Geometry (Å):
N (24.63537, -30.47400, -4.05054)
N (34.59576, -28.99448, -3.16536)
N (27.29979, -31.31648, -7.95088)
H (24.45506, -31.27821, -3.46673)
H (32.36205, -31.65238, -6.74017)
C (33.09415, -32.30625, -1.89745)
H (29.34211, -26.31503, -0.56262)
O (26.71021, -30.23912, -6.16047)
H (28.88091, -29.37640, -10.56377)
N (32.06792, -28.99796, -0.85494)
C (29.72796, -28.30486, -4.19561)
N (34.13736, -25.70689, -6.34025)
C (30.38077, -31.53716, -6.28347)
C (28.09075, -32.39594, -2.88683)
H (33.74756, -29.77797, 1.46806)
H (27.52886, -24.61497, -7.25889)
H (27.00157, -25.68603, -4.99684)
N (31.14844, -22.53988, -7.16430)
N (32.61795, -31.37359, -2.69759)
H (30.50821, -21.75888, -7.17950)
C (26.18357, -25.32780, -3.29068)
O (29.30270, -23.63814, -6.91339)
H (29.19412, -33.51841, -3.98854)
C (30.47337, -25.37057, -1.90037)
N (27.14942, -25.10962, -4.18075)
H (34.37487, -29.98686, -5.37837)
H (31.10134, -29.73971, -6.72034)
H (31.84545, -32.70342, -5.47871)
N (33.98120, -29.06915, -5.22690)
N (29.93817, -26.46370, -1.36431)
N (28.91072, -33.33759, -3.03612)
O (33.74789, -24.29939, -8.06038)
O (33.92988, -28.05387, -0.12417)
N (29.34343, -28.51929, -10.29631)
O (32.80447, -27.84147, -3.88406)
H (25.94315, -24.47191, -7.93023)
H (31.92933, -22.48869, -7.80281)
O (29.71777, -26.79945, -9.18074)
O (27.46973, -27.45079, 0.24769)
H (29.56265, -30.17944, -7.48502)
H (28.26915, -27.73775, -7.56810)
H (34.20025, -28.80488, -2.25557)
H (24.70659, -27.40255, -3.90957)
N (25.62937, -29.96054, -7.94663)
C (27.46498, -28.60626, -0.25051)
H (30.20028, -27.41713, -1.57017)
O (30.28902, -28.86128, -3.32475)
N (30.23355, -27.67428, -5.23605)
O (27.73612, -32.02809, -1.78393)
H (35.23886, -29.71597, -3.45860)
H (27.57468, -30.45947, -0.09831)
H (28.06490, -24.91378, -3.80173)
O (34.21005, -32.76595, -1.96786)
H (31.72177, -26.61003, -2.76211)
H (31.92845, -25.03079, -3.31879)
H (27.93955, -28.29040, -5.09907)
H (27.68142, -25.75679, -2.06501)
N (31.16580, -24.78293, -7.26642)
N (31.41307, -25.64981, -2.70944)
C (30.48590, -23.65096, -7.11263)
H (27.74889, -29.08507, -8.58386)
N (27.30578, -28.94348, -1.52516)
H (25.07458, -30.61203, -4.94951)
H (26.93291, -28.30356, -2.21189)
H (30.70713, -25.40482, -7.91679)
H (31.21719, -27.72086, -5.01159)
C (26.31602, -26.19953, -7.16902)
O (30.05118, -24.24542, -1.67678)
H (36.24718, -24.43214, -8.11217)
N (25.09586, -26.40617, -7.56640)
H (27.08939, -31.60679, -8.89509)
H (24.52832, -27.10644, -7.11076)
N (28.41941, -28.31654, -4.21073)
O (26.87323, -26.92213, -6.38620)
H (27.13442, -31.05621, -3.89866)
H (32.46472, -33.66475, -0.56527)
H (33.22973, -30.75231, -3.20732)
H (32.15655, -30.35374, 0.91584)
H (24.70226, -25.84579, -8.30881)
H (33.16485, -25.85270, -6.10990)
H (33.23566, -28.69099, -5.79370)
H (34.77325, -25.96473, -5.59913)
H (25.20350, -28.55517, -5.09429)
H (27.87241, -29.60924, 1.46605)
N (31.59972, -32.08707, -6.24018)
N (26.72224, -25.06062, -7.67225)
O (29.41769, -32.25508, -6.13768)
H (28.16037, -29.01189, -3.52553)
C (33.00296, -28.78417, -0.00099)
H (27.21347, -29.94098, -1.65386)
N (35.75469, -25.18408, -7.65158)
H (31.42309, -32.25165, -1.00180)
N (32.92407, -29.69779, 0.88880)
N (28.30345, -28.25408, -8.43547)
H (28.17729, -31.59636, -7.53644)
H (25.64516, -29.91030, -8.95525)
H (29.97341, -28.08612, -10.95630)
C (24.23123, -29.35090, -3.52135)
H (36.36290, -25.77816, -7.10638)
N (32.18755, -32.89355, -1.15563)
H (26.14502, -25.62706, -1.30634)
H (32.10617, -24.60062, -7.58667)
H (31.69743, -30.96121, -2.64584)
O (24.99500, -25.46049, -3.52992)
H (31.95099, -28.40880, -1.66693)
H (24.99763, -29.29386, -7.52649)
N (24.67935, -28.35111, -4.25541)
C (29.10213, -27.80562, -9.31050)
H (28.16510, -32.21383, -4.83216)
H (29.03849, -33.94797, -2.24164)
C (26.60576, -30.49315, -7.30638)
N (27.67956, -31.89990, -4.00403)
H (29.70179, -27.05199, -5.82772)
H (31.41237, -29.71099, -0.56869)
C (33.83915, -28.52138, -4.07370)
N (30.41206, -30.42435, -6.99655)
N (26.71398, -25.47330, -2.12655)
C (34.52235, -24.92771, -7.33099)
N (27.56075, -29.65050, 0.50623)
O (23.66572, -29.21550, -2.43365)

Forces on atoms 1 to 6 (eV/Å):
N -0.1 -4.8 0.1
N 2.2 -0.3 3.2
N 4.2 -4.0 -3.0
H 0.0 -0.1 -0.4
H -0.1 0.1 0.2
C 1.7 -1.4 -1.1

Values from the calculation:
LUMO level (spin up / spin down): 1.63 / 1.66 eV
Relative energy (zero: lowest compared OMol25 entry of this formula, charge and spin): 49.60 kcal/mol
Electronic energy: -3379.2437 Ha
HOMO energy (spin up / spin down): -0.5 / -7.0 eV
Spin multiplicity: 2
Total charge: -1
Gap between HOMO and LUMO (spin up / spin down): 2.1 / 8.6 eV